# C5H7N3O2S

C5H7N3O2S in the gas phase in a non-equilibrium geometry (ωB97M-V/def2-TZVPD, the Open Molecules 2025 dataset).

Results
structure (SMILES): C/N=C(\SC)[C@@H](C#N)[N+](=O)[O-]
calculated total energy: -907.48708 Eh
ΔE to the lowest compared entry with this formula, charge and spin: 134.96 kcal/mol
M: 173.20 g/mol

Positions of all 18 atoms, in Å:
1 C 0.79814 -2.36353 0.32534
2 N -0.40487 -1.69826 0.02276
3 C -0.51165 -0.46830 0.03544
4 S 0.62666 0.64948 0.81564
5 C 0.13092 2.38141 0.55554
6 C -1.99879 0.20853 -0.51510
7 C -2.02709 -0.00563 -1.98383
8 N -1.83294 -0.25000 -3.08330
9 N -3.04245 -0.54581 0.15408
10 O -3.18231 -1.70570 -0.16603
11 O -3.57890 -0.02397 1.11189
12 H 1.02932 -2.90203 -0.63186
13 H 0.63169 -3.03832 1.19280
14 H 1.60091 -1.60712 0.58557
15 H -0.68815 2.82270 1.12722
16 H -0.04160 2.69026 -0.48362
17 H 1.06024 2.93668 0.93092
18 H -2.06061 1.26842 -0.30842

Results of the Mulliken charge analysis, in e, for atoms 1 through 8: -0.720 -0.236 0.191 -0.056 -0.957 -0.032 0.146 -0.406

# C8H10NO2P

A 2-piece molecular cluster, C8H10NO2P overall in a non-equilibrium geometry (ωB97M-V/def2-TZVPD, the Open Molecules 2025 dataset).

Results
calculated total energy: -857.27576 Eh
spin multiplicity: 3
ΔE to the lowest compared entry with this formula, charge and spin: 2.27 kcal/mol
M: 183.15 g/mol

Positions of all 22 atoms, in Å:
1 C -3.31770 -0.68614 -0.35271
2 C -2.13910 -0.44010 -1.01956
3 C -3.20290 -0.49853 1.04313
4 C -0.94386 -0.25690 -0.29891
5 C -2.00991 -0.15605 1.75876
6 C -0.81834 -0.12686 1.04749
7 C 2.04899 1.37487 -2.03352
8 C 1.81913 1.16293 -0.77356
9 N 3.31725 -0.26898 1.13892
10 O 2.20765 -1.73726 -0.53936
11 O 0.36717 -0.01511 1.64144
12 P 2.15874 -0.41527 0.04300
13 H -4.25579 -0.95195 -0.83510
14 H -2.02615 -0.36041 -2.14401
15 H -4.13091 -0.70932 1.54074
16 H -0.11971 -0.04623 -0.86120
17 H -1.88692 -0.05406 2.82646
18 H 1.61289 2.16657 -2.60657
19 H 2.57030 0.64872 -2.70952
20 H 1.47826 1.90527 -0.16195
21 H 3.62079 0.55071 1.71187
22 H 3.65013 -1.08591 1.58416

Results of the Mulliken charge analysis, in e, for atoms 1 through 8: -0.493 -0.526 -0.301 -0.075 -0.563 0.868 -0.613 -0.446

# C5H7NO3

C5H7NO3 in the gas phase in a non-equilibrium geometry (ωB97M-V/def2-TZVPD, the Open Molecules 2025 dataset).

Results
structure (SMILES): O=CN(O)/C=C/[C@@H]1CO1
calculated total energy: -475.05736 Eh
ΔE to the lowest compared entry with this formula, charge and spin: 120.26 kcal/mol
M: 129.12 g/mol

Positions of all 16 atoms, in Å:
1 O 2.60446 -2.01378 -0.10235
2 C 2.79188 -0.81084 -0.07928
3 N 1.83298 0.18791 0.01473
4 O 2.21931 1.51528 -0.25531
5 C 0.50198 -0.21838 -0.09341
6 C -0.47414 0.69719 -0.05114
7 C -1.86412 0.36663 -0.34708
8 C -2.86457 -0.43474 0.41458
9 O -2.08268 -1.11994 -0.57862
10 H 3.81444 -0.42801 -0.02626
11 H 2.16895 1.95595 0.63179
12 H 0.48231 -1.23362 -0.00903
13 H -0.30368 1.80776 -0.01905
14 H -2.29519 0.93076 -1.11701
15 H -3.90717 -0.50544 0.19228
16 H -2.62475 -0.69672 1.42518

Results of the Mulliken charge analysis, in e, for atoms 1 through 8: -0.538 0.048 0.195 -0.416 -0.391 -0.609 0.037 -0.298

# C2H3InO2

C2H3InO2 as an isolated structure in a non-equilibrium geometry (ωB97M-V/def2-TZVPD, the Open Molecules 2025 dataset).

Results
net charge: +2
calculated total energy: -417.69872 Eh
ΔE to the lowest compared entry with this formula, charge and spin: 31.85 kcal/mol
M: 173.86 g/mol

Positions of all 8 atoms, in Å:
1 In -2.41781 -3.54852 3.02251
2 C 0.39907 0.83762 -0.97243
3 C 0.23394 0.03896 0.25967
4 O -0.15504 0.61843 1.29093
5 O 0.54480 -1.21680 0.22876
6 H -0.56269 1.18139 -1.35314
7 H 1.04310 0.30591 -1.67287
8 H 0.91462 1.78301 -0.80343

In the Mulliken picture, each atom carries the following charge in e: 1.002 -0.786 0.815 -0.037 -0.100 0.334 0.374 0.398

# C54H36Br4O3P2SZn

C54H36Br4O3P2SZn as an isolated structure in a non-equilibrium geometry (ωB97M-V/def2-TZVPD, the Open Molecules 2025 dataset).

Results
calculated total energy: -15461.33936 Eh
ΔE to the lowest compared entry with this formula, charge and spin: 23.78 kcal/mol
M: 1211.90 g/mol

Positions of all 101 atoms, in Å:
1 Zn 1.45080 -0.10763 -0.89607
2 O -0.19796 0.69635 -1.60830
3 S -1.45019 0.63273 -0.49735
4 C -1.67509 2.35960 -0.00177
5 C -3.02646 2.71218 -0.00222
6 C -3.50296 3.96405 0.37394
7 C -2.58074 4.86179 0.90022
8 C -2.82101 6.15965 1.51983
9 C -1.47053 6.59675 2.11157
10 C -0.51459 5.57279 1.61966
11 C 0.85285 5.42730 1.77603
12 C 1.43526 4.23979 1.27982
13 C 0.77315 3.17848 0.61156
14 P 1.95238 1.87755 0.27438
15 C 2.70570 1.34053 1.88472
16 C 3.93403 0.66545 1.94173
17 C 4.44551 0.24372 3.15636
18 C 3.72842 0.49025 4.34802
19 C 2.47636 1.08548 4.25814
20 C 1.97108 1.54458 3.04347
21 C 3.23581 2.67047 -0.72462
22 C 4.46829 3.09116 -0.15854
23 C 5.51250 3.39948 -1.00377
24 C 5.28593 3.46912 -2.41047
25 C 4.07273 3.14005 -2.94004
26 C 3.03792 2.70253 -2.09079
27 C -0.67766 3.20256 0.51031
28 C -1.21951 4.49797 0.99207
29 C -2.79768 0.28718 -1.59236
30 C -3.19299 1.24471 -2.51531
31 C -4.20321 0.98602 -3.44425
32 C -4.88106 -0.19666 -3.36798
33 C -5.87051 -0.82443 -4.25973
34 C -5.98750 -2.30870 -3.86056
35 C -4.97877 -2.47786 -2.75879
36 C -4.56444 -3.54988 -1.96933
37 C -3.44679 -3.42144 -1.14057
38 C -2.69879 -2.22892 -1.11042
39 P -1.12186 -2.21604 -0.24896
40 C -1.54280 -2.07838 1.51077
41 C -2.84915 -1.99177 1.99324
42 C -3.05943 -2.02392 3.35527
43 C -2.00445 -1.77590 4.26423
44 C -0.69297 -1.78129 3.78508
45 C -0.48537 -1.99118 2.43774
46 C -0.45951 -3.86270 -0.53846
47 C 0.15166 -4.21449 -1.75863
48 C 0.65518 -5.50038 -1.97845
49 C 0.69715 -6.38242 -0.89122
50 C 0.07371 -6.08620 0.28884
51 C -0.45773 -4.81401 0.51925
52 C -3.26715 -1.04290 -1.66948
53 C -4.34676 -1.22624 -2.56660
54 H -3.68747 1.90646 -0.24526
55 H -4.55961 4.20408 0.24465
56 H -3.60363 6.11970 2.29104
57 H -3.10773 6.90371 0.78370
58 H -1.55202 6.43130 3.21850
59 H -1.20696 7.61087 1.87945
60 H 1.49295 6.16904 2.29596
61 H 2.52281 4.15704 1.41685
62 H 4.47546 0.41976 1.01129
63 H 5.38266 -0.30737 3.15690
64 H 4.07991 0.06053 5.27160
65 H 1.89173 1.28153 5.14332
66 H 0.97799 1.99614 2.97782
67 H 4.50169 3.15416 0.91701
68 H 6.51075 3.51497 -0.54767
69 H 6.09889 3.82063 -3.06925
70 H 4.00640 3.24564 -4.01789
71 H 2.13832 2.30686 -2.52108
72 H -2.68356 2.20507 -2.43429
73 H -4.51535 1.79332 -4.11281
74 H -5.56398 -0.75576 -5.32202
75 H -6.83456 -0.36565 -4.19208
76 H -5.72293 -2.96126 -4.69875
77 H -6.98077 -2.55215 -3.56342
78 H -5.06909 -4.52090 -2.00831
79 H -3.19379 -4.22203 -0.43929
80 H -3.71730 -2.07854 1.29546
81 H -4.08872 -2.09260 3.69779
82 H -2.20682 -1.62460 5.30603
83 H 0.16902 -1.69964 4.46794
84 H 0.55779 -2.13576 2.07068
85 H 0.18039 -3.44316 -2.54931
86 H 0.92397 -5.78678 -2.99207
87 H 1.15774 -7.38799 -1.09326
88 H -0.03712 -6.83452 1.06184
89 H -0.94043 -4.56356 1.46408
90 Br 5.90016 -5.06993 1.16689
91 C 4.84937 -3.85485 0.11343
92 C 5.26166 -3.46620 -1.22053
93 Br 6.82755 -4.22774 -1.94862
94 C 4.63685 -2.50301 -1.93799
95 Br 5.22841 -1.81437 -3.58531
96 C 3.48805 -1.91238 -1.37307
97 O 2.78454 -1.07636 -2.03617
98 C 3.07849 -2.21080 0.03411
99 O 2.06995 -1.58519 0.50983
100 C 3.85449 -3.14447 0.78257
101 Br 3.35306 -3.34016 2.57852

Results of the Mulliken charge analysis, in e, for atoms 1 through 8: 0.071 -0.565 0.647 0.451 -0.751 -1.506 0.363 -0.757

# C24H30ClN2O6PW

C24H30ClN2O6PW as an isolated structure in a non-equilibrium geometry (ωB97M-V/def2-TZVPD, the Open Molecules 2025 dataset).

Results
net charge: +2
calculated total energy: -2361.77681 Eh
spin multiplicity: 3
ΔE to the lowest compared entry with this formula, charge and spin: 15.29 kcal/mol
M: 692.78 g/mol

Positions of all 65 atoms, in Å:
1 W -0.07060 0.54919 -0.08965
2 Cl 0.45108 -0.57277 7.17865
3 C 0.14880 -0.15578 5.54254
4 C -0.80971 0.81775 5.24009
5 C -1.06859 1.17821 3.92930
6 C -0.36138 0.55860 2.92496
7 O -0.56459 0.89675 1.62793
8 C 0.58565 -0.42022 3.19759
9 C 1.24077 -1.11126 2.14295
10 N 1.11565 -0.89821 0.87945
11 C 1.74841 -1.83567 -0.00272
12 C 2.79811 -2.66103 0.27950
13 C 3.22456 -3.61091 -0.67173
14 C 2.58753 -3.73444 -1.87234
15 C 1.51107 -2.87501 -2.19042
16 C 0.78356 -2.93466 -3.39803
17 C -0.25176 -2.06736 -3.60339
18 C -0.55521 -1.11065 -2.63468
19 N 0.11668 -1.00759 -1.49632
20 C 1.12850 -1.90801 -1.25532
21 C 0.83528 -0.78124 4.53108
22 H -1.35729 1.28852 6.04711
23 H -1.81787 1.92216 3.68777
24 H 1.88427 -1.93352 2.43849
25 H 3.33161 -2.59808 1.21935
26 H 4.05988 -4.25504 -0.43141
27 H 2.89655 -4.48449 -2.59011
28 H 1.04204 -3.67641 -4.14547
29 H -0.84350 -2.09618 -4.50792
30 H -1.35639 -0.40644 -2.78471
31 H 1.55879 -1.55677 4.76249
32 C 0.75450 1.68002 -4.50390
33 C 1.49088 2.08930 -3.24739
34 C 1.80516 3.56965 -3.20959
35 C 2.72475 1.24095 -3.00738
36 O 0.59861 1.77084 -2.05493
37 P -0.81431 2.49508 -1.72530
38 O -1.42514 3.38836 -2.68395
39 O -1.54279 1.17926 -1.25191
40 O -0.29852 3.04058 -0.29419
41 C -1.10250 4.07537 0.49123
42 C -0.36254 4.17707 1.80943
43 C -1.00072 5.38331 -0.27603
44 C -2.54373 3.62494 0.63928
45 H 1.35682 1.96678 -5.36649
46 H -0.20799 2.18794 -4.58538
47 H 0.60750 0.59901 -4.54049
48 H 2.51088 3.79062 -4.01111
49 H 2.27050 3.84508 -2.25992
50 H 0.91344 4.17771 -3.36636
51 H 3.29976 1.16826 -3.93050
52 H 2.44739 0.22916 -2.70485
53 H 3.37504 1.68113 -2.24791
54 H 0.59113 4.68992 1.67357
55 H -0.17217 3.19715 2.24872
56 H -0.96123 4.75651 2.51266
57 H 0.04364 5.62979 -0.47927
58 H -1.42106 6.17512 0.34661
59 H -1.55009 5.35387 -1.21468
60 H -2.62715 2.61984 1.04547
61 H -3.06867 3.65965 -0.31788
62 H -3.05277 4.31081 1.31538
63 O 2.28584 1.71327 0.54451
64 H 2.51501 2.11097 1.39314
65 H 2.93958 2.03953 -0.08389

Results of the Mulliken charge analysis, in e, for atoms 1 through 8: 0.719 -0.150 0.069 -0.706 -0.276 0.764 -0.524 -0.401

# C20H29As2MnNPS2

C20H29As2MnNPS2 as an isolated structure in a non-equilibrium geometry (ωB97M-V/def2-TZVPD, the Open Molecules 2025 dataset).

Results
net charge: +3
calculated total energy: -7593.46840 Eh
spin multiplicity: 2
M: 583.35 g/mol

Positions of all 56 atoms, in Å:
1 Mn 0.26750 0.27326 0.18766
2 S -1.25782 -1.25025 -0.22576
3 C 0.31355 -1.86769 -0.27681
4 N 1.31728 -1.06814 -0.61858
5 C 2.46984 -1.75780 -0.84112
6 C 3.67350 -1.23020 -1.31185
7 C 4.71563 -2.09663 -1.57364
8 C 4.60369 -3.46890 -1.30761
9 C 3.43243 -4.00365 -0.79698
10 C 2.35661 -3.15472 -0.59222
11 S 0.74398 -3.56855 -0.07925
12 H 3.75709 -0.16943 -1.50248
13 H 5.62607 -1.71887 -2.00989
14 H 5.42657 -4.13252 -1.52621
15 H 3.34894 -5.05924 -0.58875
16 C 2.00391 1.91489 -2.73668
17 As 1.16228 2.22923 -0.99884
18 C 2.30561 3.65776 -0.28750
19 C -0.42587 3.24886 -1.51677
20 C -0.41372 4.15855 -2.57238
21 C -1.57396 4.85095 -2.89078
22 C -2.73836 4.64467 -2.16355
23 C -2.75004 3.75458 -1.09903
24 C -1.59193 3.05005 -0.77916
25 As -1.51881 1.82900 0.74279
26 C -3.29662 1.04519 0.83633
27 C -1.66335 3.13763 2.20026
28 H 2.12081 2.88819 -3.23858
29 H 1.36410 1.28003 -3.35806
30 H 2.99379 1.46312 -2.64704
31 H 2.41868 4.42319 -1.07197
32 H 3.30186 3.29133 -0.01942
33 H 1.83241 4.12059 0.58407
34 H 0.49450 4.34083 -3.13823
35 H -1.56414 5.55586 -3.70980
36 H -3.63928 5.18094 -2.42283
37 H -3.65607 3.60238 -0.51878
38 H -4.02185 1.82125 1.11448
39 H -3.32437 0.26160 1.59986
40 H -3.57968 0.62156 -0.13255
41 H -2.52939 3.76648 1.94961
42 H -0.77977 3.77559 2.27227
43 H -1.86393 2.66111 3.16418
44 C 2.04397 1.93812 2.99192
45 P 1.35850 0.45052 2.20799
46 C 0.14159 -0.19256 3.40835
47 C 2.72243 -0.75373 2.27895
48 H 2.30002 1.69604 4.02586
49 H 1.32149 2.75297 2.99334
50 H 2.94951 2.24591 2.46987
51 H 0.67335 -0.43160 4.33169
52 H -0.34919 -1.09593 3.03802
53 H -0.61821 0.56299 3.62148
54 H 3.17635 -0.68894 3.26959
55 H 3.47696 -0.52365 1.52673
56 H 2.35593 -1.77097 2.12641

Results of the Mulliken charge analysis, in e, for atoms 1 through 8: -0.316 -0.156 0.511 0.036 -0.046 -0.159 -0.870 -0.495

# C19H46BrN3O2

A 4-piece molecular cluster, C19H46BrN3O2 overall in a non-equilibrium geometry (ωB97M-V/def2-TZVPD, the Open Molecules 2025 dataset).

Results
net charge: +2
calculated total energy: -3639.61383 Eh
ΔE to the lowest compared entry with this formula, charge and spin: 113.47 kcal/mol
M: 428.50 g/mol

Positions of all 71 atoms, in Å:
1 Br 1.99986 -5.48619 3.38791
2 C 6.43488 -3.58657 6.99013
3 C 7.72051 -3.48220 6.21231
4 O 8.76465 -3.16474 6.67428
5 N 7.60782 -3.93523 4.78755
6 H 7.98485 -4.86418 4.66501
7 H 6.65709 -3.88298 4.45068
8 C 8.45603 -2.94907 3.93206
9 H 5.54818 -3.07714 6.61285
10 H 6.65983 -3.24567 8.00072
11 H 6.13135 -4.61263 7.19792
12 H 8.45189 -3.46913 2.97413
13 H 9.49744 -2.88897 4.24819
14 H 7.95879 -1.97913 3.94084
15 C 5.67005 2.73175 -0.77086
16 N 5.07031 3.69592 0.25629
17 C 6.22527 4.63108 0.60812
18 C 4.05514 4.65011 -0.47654
19 C 4.47024 3.01974 1.55047
20 C 3.42338 1.88113 1.39723
21 O 4.07133 0.77090 0.92606
22 H 6.46425 2.23816 -0.21076
23 H 6.02133 3.23064 -1.67409
24 H 4.89985 1.97758 -0.93245
25 H 6.57671 5.19790 -0.25403
26 H 6.95633 3.98079 1.08852
27 H 5.86493 5.30306 1.38703
28 H 3.61101 5.34266 0.23845
29 H 3.29306 3.99666 -0.90119
30 H 4.57490 5.22471 -1.24322
31 H 4.00138 3.89774 1.99473
32 H 5.26006 2.83144 2.27767
33 H 2.59991 2.15403 0.73731
34 H 2.97944 1.62285 2.35864
35 H 3.60661 -0.06403 1.01841
36 C -3.83274 2.95920 -3.77585
37 C -5.00786 2.06357 -4.33242
38 C -5.01759 0.60399 -3.86146
39 C -5.67440 0.52796 -2.44351
40 N -5.47886 -0.76040 -1.69512
41 C -6.16373 -0.70726 -0.31315
42 C -5.38229 -1.71781 0.50945
43 C -3.98615 -1.88509 -0.16601
44 C -3.93393 -0.99369 -1.37007
45 C -6.00534 -1.93107 -2.58117
46 C -7.51773 -1.80638 -3.01480
47 C -8.10692 -3.12649 -3.44019
48 H -4.33198 3.44528 -2.93765
49 H -3.42141 3.78614 -4.35470
50 H -2.97089 2.42190 -3.38009
51 H -4.81277 2.14766 -5.40152
52 H -5.93632 2.62531 -4.22992
53 H -3.99012 0.24023 -3.85258
54 H -5.59061 0.04826 -4.60368
55 H -6.74628 0.72575 -2.45054
56 H -5.33321 1.35152 -1.81627
57 H -7.24872 -0.64609 -0.39775
58 H -5.86363 0.29596 -0.01055
59 H -5.98153 -2.62808 0.52975
60 H -5.31973 -1.18655 1.45916
61 H -3.97144 -2.94243 -0.43046
62 H -3.18676 -1.66484 0.54150
63 H -3.37735 -1.27266 -2.26478
64 H -3.66780 0.02950 -1.10483
65 H -5.84281 -2.84331 -2.00715
66 H -5.43043 -2.04178 -3.50059
67 H -7.45828 -1.14084 -3.87598
68 H -8.11424 -1.34201 -2.22954
69 H -9.19219 -3.02701 -3.42067
70 H -7.80879 -3.91993 -2.75486
71 H -7.86349 -3.37921 -4.47217

Results of the Mulliken charge analysis, in e, for atoms 1 through 8: -0.978 -1.146 0.574 -0.384 -0.144 0.364 0.395 -0.854

The highest calculated total energy belongs to which entry? C2H3InO2

What is the calculated total energy in the second record? -857.27576 Eh

Number 2 is which compound? C8H10NO2P